# 1
Molecular formula: C18H28O18S
Method: DFT, ωB97M-V/def2-TZVPD

Structure (ORCA input):
```
! RIJCOSX wB97M-V def2-TZVPD def2/J DEFGRID3
* xyz 0 1
O 25.840 14.312 36.889
S 25.119 13.267 37.509
O 25.426 12.752 38.852
O 23.556 13.780 37.653
C 23.008 14.637 36.698
C 21.481 14.573 36.743
C 25.101 11.954 36.341
H 23.259 14.082 35.842
H 23.501 15.488 36.845
H 21.163 15.352 36.013
H 20.875 14.861 37.602
H 21.035 13.657 36.451
H 25.089 12.373 35.325
H 24.327 11.246 36.598
H 26.059 11.501 36.377
C 20.677 8.165 37.668
C 21.216 8.934 36.361
O 22.095 9.824 36.884
C 21.989 9.980 38.154
O 22.519 10.820 38.886
O 21.248 9.043 38.677
H 21.009 7.137 37.680
H 19.679 8.222 37.330
H 20.366 9.662 35.861
H 21.722 8.405 35.717
C 18.382 14.192 33.249
C 18.341 13.643 34.660
O 18.314 14.840 35.419
C 18.032 15.941 34.530
O 17.965 17.116 34.909
O 17.958 15.541 33.316
H 17.600 13.610 32.532
H 19.433 14.326 32.861
H 19.339 13.355 35.023
H 17.688 12.722 34.730
C 23.363 11.855 41.712
C 22.450 13.114 41.344
O 22.874 14.120 42.036
C 23.656 13.674 43.045
O 24.198 14.424 43.787
O 23.970 12.362 42.987
H 24.033 11.730 40.853
H 22.817 10.890 41.610
H 21.391 13.022 41.681
H 22.302 13.150 40.266
C 25.204 11.904 32.471
C 24.941 10.697 31.565
O 23.523 10.535 31.838
C 23.062 11.532 32.549
O 21.898 11.614 32.974
O 24.025 12.405 32.936
H 25.763 12.607 31.793
H 25.601 11.534 33.446
H 25.631 9.897 31.826
H 25.019 11.043 30.623
C 24.827 16.132 32.021
C 24.632 15.788 33.478
O 23.324 15.927 33.830
C 22.676 16.383 32.716
O 21.451 16.456 32.592
O 23.518 16.506 31.657
H 25.225 15.264 31.453
H 25.703 16.998 31.974
H 25.199 16.466 34.215
H 24.962 14.763 33.703
*
```

HOMO level in hartree: -0.3633
Gap between HOMO and LUMO in Eh: 0.352
LUMO energy in hartree: -0.0115


# 2
Molecular formula: C18H29BCl5NO3P
Method: DFT, ωB97M-V/def2-TZVPD

Structure (ORCA input):
```
! RIJCOSX wB97M-V def2-TZVPD def2/J DEFGRID3
* xyz 1 1
C 3.472 1.609 -1.255
C 2.760 0.455 -2.082
B 1.216 0.232 -1.652
O 0.285 0.188 -2.723
C 0.789 0.124 -0.104
C 0.884 -1.394 0.352
C 2.287 -2.044 0.072
C 2.427 -3.406 0.865
C 2.458 -3.119 2.423
O 1.185 -3.515 2.994
C 1.136 -2.842 4.276
C -0.282 -2.171 -0.402
C -1.706 -1.485 -0.330
C -1.723 0.090 -0.349
P -3.339 0.586 0.553
O -3.678 2.202 0.226
Cl -2.997 0.446 2.635
N -0.522 0.742 0.261
C -0.496 2.222 0.121
C -0.765 2.944 -1.110
C -0.669 4.392 -1.183
C -0.304 5.147 0.005
C -0.075 4.458 1.268
C -0.171 3.001 1.322
H 3.801 1.170 -0.267
H 4.430 1.849 -1.797
H 2.839 2.522 -1.136
H 3.321 -0.510 -2.010
H 2.795 0.763 -3.168
H 0.580 0.785 -3.435
H 1.580 0.677 0.485
H 0.654 -1.401 1.462
H 2.447 -2.306 -1.014
H 3.115 -1.367 0.421
H 1.553 -4.087 0.662
H 3.347 -3.973 0.572
H 2.492 -1.991 2.541
H 3.332 -3.593 2.941
H 0.278 -3.245 4.876
H 2.069 -3.106 4.856
H 1.064 -1.725 4.166
H 0.036 -2.439 -1.451
H -0.376 -3.160 0.130
H -2.231 -1.852 0.593
H -2.303 -1.835 -1.214
H -1.889 0.421 -1.407
H -4.455 2.260 -0.362
H -0.624 0.592 1.285
H -1.011 2.318 -2.008
H -0.861 4.867 -2.174
H -0.198 6.255 -0.068
H 0.193 5.038 2.183
H 0.013 2.509 2.307
C -5.636 -0.862 -2.832
Cl -7.146 -0.101 -2.311
Cl -4.272 0.218 -2.458
Cl -5.418 -2.397 -1.975
Cl -5.690 -1.158 -4.575
*
```

HOMO level in hartree: -0.4363
Gap between HOMO and LUMO in Eh: 0.346
LUMO energy in hartree: -0.0903


# 3
Molecular formula: C18H29F3NO2P2V
Method: DFT, ωB97M-V/def2-TZVPD

Structure (ORCA input):
```
! RIJCOSX wB97M-V def2-TZVPD def2/J DEFGRID3
* xyz 1 2
C -1.078 3.092 -2.636
C -1.137 2.002 -1.709
N 0.053 1.584 -1.124
C 1.226 2.225 -1.374
C 1.314 3.270 -2.294
C 0.129 3.698 -2.934
C -2.340 1.301 -1.414
P -2.316 0.143 -0.065
V -0.022 -0.127 0.214
P 2.270 0.132 0.201
C 2.427 1.838 -0.530
C -0.086 -1.631 1.642
C -0.485 -1.368 2.977
C -0.513 -2.370 3.960
C -0.139 -3.685 3.649
C 0.265 -3.978 2.338
C 0.288 -2.970 1.361
O -1.571 -0.569 -3.532
O 1.114 -0.901 -3.346
H -2.007 3.429 -3.105
H 2.274 3.757 -2.483
H 0.165 4.523 -3.653
C -3.276 0.777 1.381
C -3.289 -1.344 -0.564
H 3.369 1.963 -1.092
H 2.471 2.527 0.336
H -1.882 0.071 -2.813
H -3.285 1.728 -1.776
C 3.202 0.197 1.783
C 3.271 -0.950 -0.894
H -0.780 -0.350 3.256
H -0.830 -2.118 4.980
H -0.160 -4.468 4.414
H 0.562 -5.000 2.071
H 0.613 -3.241 0.347
H -0.216 -1.247 -0.575
H 1.092 -1.860 -3.518
H 0.154 -0.652 -3.467
H -1.895 -0.158 -4.353
H 0.221 -0.772 -1.093
H -4.322 0.985 1.097
H -3.253 0.027 2.190
H -2.797 1.704 1.733
H -4.350 -1.085 -0.724
H -2.866 -1.729 -1.507
H -3.211 -2.115 0.221
H 4.322 -0.615 -0.946
H 3.231 -1.982 -0.505
H 2.799 -0.917 -1.892
H 4.257 0.485 1.632
H 2.706 0.916 2.455
H 3.150 -0.801 2.250
F -0.891 1.807 2.474
C 0.302 1.358 2.033
F 0.896 2.540 1.702
F 0.858 0.923 3.223
*
```

HOMO level (alpha / beta) in hartree: -0.4228 / -0.4232
Gap between HOMO and LUMO (alpha / beta) in Eh: 0.268 / 0.207
LUMO energy (alpha / beta) in hartree: -0.1552 / -0.2167


# 4
Molecular formula: C18H29FN9O5S2
Method: DFT, ωB97M-V/def2-TZVPD

Structure (ORCA input):
```
! RIJCOSX wB97M-V def2-TZVPD def2/J DEFGRID3
* xyz -1 1
C 3.876 -2.123 -2.372
N 4.942 -1.051 -2.326
C 4.862 -0.086 -3.488
S 4.781 1.742 -2.943
O 5.659 2.523 -3.998
O 5.477 1.989 -1.569
N 3.178 2.424 -3.062
S 2.044 1.566 -1.987
O 1.224 2.672 -1.285
O 2.779 0.705 -0.925
C 1.074 0.409 -3.085
C -0.528 0.311 -2.788
O -1.249 1.046 -1.941
F -1.292 -0.726 -3.578
H 3.162 -2.077 -3.298
H 3.208 -2.006 -1.392
H 4.308 -3.226 -2.326
H 5.004 -0.574 -1.400
H 5.906 -0.172 -4.061
H 4.044 -0.350 -4.293
H 1.519 -0.684 -2.903
H 1.229 0.599 -4.252
C 2.323 4.965 0.578
C 1.706 5.857 1.643
N 1.193 6.597 2.526
H 1.543 4.377 0.086
H 2.834 5.577 -0.171
H 3.047 4.284 1.035
C 2.319 -0.749 2.662
C 1.713 -1.293 1.378
N 1.210 -1.744 0.314
H 2.878 -1.537 3.173
H 2.998 0.078 2.432
H 1.528 -0.386 3.323
C 2.023 -0.603 -7.963
C 2.265 -0.603 -6.462
N 2.465 -0.604 -5.217
H 2.816 -1.162 -8.468
H 1.060 -1.071 -8.186
H 2.016 0.424 -8.339
C -1.750 4.471 2.287
C -1.012 3.299 2.913
N -0.400 2.326 3.433
H -1.250 4.776 1.364
H -2.779 4.183 2.057
H -1.763 5.316 2.981
C -1.437 -3.238 2.835
C -0.699 -4.410 3.461
N -0.087 -5.382 3.981
H -0.937 -2.933 1.912
H -2.466 -3.525 2.605
H -1.450 -2.392 3.529
C -6.127 -2.462 2.999
C -4.844 -2.054 2.295
N -3.779 -1.716 1.711
H -5.914 -3.229 3.749
H -6.573 -1.595 3.494
H -6.840 -2.863 2.273
C -8.768 -2.478 6.341
C -8.974 -2.009 4.910
N -9.146 -1.620 3.723
H -8.868 -1.634 7.028
H -9.513 -3.237 6.596
H -7.769 -2.910 6.451
*
```

HOMO level in hartree: -0.2034
Gap between HOMO and LUMO in Eh: 0.253
LUMO energy in hartree: 0.0500


# 5
Molecular formula: C18H29FO9S2
Method: DFT, ωB97M-V/def2-TZVPD

Structure (ORCA input):
```
! RIJCOSX wB97M-V def2-TZVPD def2/J DEFGRID3
* xyz 0 1
C -1.347 4.682 3.529
C -1.543 3.759 4.747
C -1.911 2.319 4.399
C -0.741 1.403 3.980
C 0.426 2.068 3.259
C 1.629 1.114 3.071
C 1.790 0.565 1.644
C 1.194 -0.837 1.455
C 1.035 -1.256 -0.020
C -0.332 -1.862 -0.327
C -0.684 -2.051 -1.807
C -0.645 -0.758 -2.662
C -1.941 -0.062 -2.554
C -2.413 0.939 -1.801
S -1.513 1.858 -0.618
O -1.732 1.337 0.682
O -0.210 2.092 -1.129
F -2.293 3.196 -0.697
C -3.849 1.159 -2.092
O -4.584 1.995 -1.729
O -4.228 0.175 -3.001
C -3.108 -0.473 -3.423
O -3.053 -1.184 -4.371
H -0.331 5.078 3.505
H -1.500 4.143 2.596
H -2.022 5.536 3.550
H -0.669 3.780 5.399
H -2.360 4.164 5.350
H -2.367 1.873 5.287
H -2.689 2.302 3.633
H -1.150 0.620 3.336
H -0.349 0.889 4.861
H 0.121 2.456 2.289
H 0.774 2.926 3.837
H 1.545 0.286 3.777
H 2.540 1.656 3.332
H 2.857 0.504 1.412
H 1.364 1.262 0.922
H 1.890 -1.525 1.940
H 0.252 -0.922 2.003
H 1.307 -0.433 -0.682
H 1.776 -2.034 -0.199
H -0.338 -2.863 0.113
H -1.140 -1.317 0.168
H -0.070 -2.819 -2.266
H -1.714 -2.418 -1.843
H 0.192 -0.112 -2.416
H -0.550 -1.071 -3.704
C 3.625 -4.443 -4.961
C 2.325 -3.694 -5.173
O 1.780 -3.572 -3.851
S 2.967 -3.412 -2.785
O 3.152 -2.036 -2.503
O 2.772 -4.366 -1.757
O 4.151 -3.895 -3.744
H 3.457 -5.512 -4.821
H 4.339 -4.283 -5.763
H 1.622 -4.233 -5.801
H 2.495 -2.694 -5.577
*
```

HOMO level in hartree: -0.3772
Gap between HOMO and LUMO in Eh: 0.324
LUMO energy in hartree: -0.0536


# 6
Molecular formula: C18H29I2N4O12S
Method: DFT, ωB97M-V/def2-TZVPD

Structure (ORCA input):
```
! RIJCOSX wB97M-V def2-TZVPD def2/J DEFGRID3
* xyz 1 1
C -4.878 1.120 -1.777
C -4.289 2.562 -1.812
I -4.726 3.734 -0.066
C -2.767 2.500 -2.158
I -2.083 4.341 -3.099
N -1.942 2.190 -0.983
C -1.483 0.962 -0.817
N -1.715 -0.118 -1.626
C -1.091 -1.158 -1.119
N -0.442 -0.758 0.016
N -0.700 0.546 0.177
C -0.134 1.195 1.374
C 0.298 2.673 1.170
C -0.572 3.710 1.927
C -0.851 3.350 3.423
S -2.494 2.623 3.630
O -3.457 3.587 4.053
O -2.955 2.003 2.399
O -2.296 1.423 4.705
H -4.368 0.540 -2.566
H -4.740 0.602 -0.818
H -5.937 1.201 -2.069
H -4.762 3.073 -2.665
H -2.650 1.732 -2.933
H -1.777 2.963 -0.353
H -1.070 -2.185 -1.474
H 0.141 -1.256 0.676
H -0.826 1.025 2.212
H 0.795 0.625 1.620
H 0.308 2.949 0.103
H 1.329 2.777 1.545
H -1.554 3.903 1.452
H -0.040 4.676 1.895
H -0.046 2.676 3.760
H -0.804 4.272 4.023
H -2.809 0.666 4.365
C 1.857 0.014 -3.425
C 2.349 -1.398 -3.608
O 3.170 -1.299 -4.772
C 3.578 -0.004 -4.875
O 4.402 0.382 -5.632
O 2.912 0.789 -3.987
H 1.701 0.270 -2.377
H 0.937 0.214 -3.981
H 2.958 -1.736 -2.777
H 1.537 -2.106 -3.767
C 3.325 -1.379 4.757
C 1.910 -1.482 4.247
O 1.900 -0.541 3.166
C 3.190 -0.395 2.742
O 3.497 0.188 1.753
O 4.054 -0.996 3.587
H 3.698 -2.320 5.155
H 3.443 -0.602 5.515
H 1.676 -2.474 3.854
H 1.171 -1.217 5.001
C 0.783 -5.413 -2.549
C 1.802 -5.905 -1.554
O 2.511 -4.707 -1.215
C 1.696 -3.664 -1.464
O 1.921 -2.537 -1.137
O 0.583 -4.053 -2.137
H -0.148 -5.973 -2.511
H 1.159 -5.419 -3.574
H 1.345 -6.311 -0.650
H 2.474 -6.649 -1.974
*
```

HOMO level in hartree: -0.4283
Gap between HOMO and LUMO in Eh: 0.333
LUMO energy in hartree: -0.0955


# 7
Molecular formula: C18H29MnN4O3S
Method: DFT, ωB97M-V/def2-TZVPD

Structure (ORCA input):
```
! RIJCOSX wB97M-V def2-TZVPD def2/J DEFGRID3
* xyz 2 5
Mn 0.538 -0.461 0.193
C -1.861 1.961 -2.652
C -0.702 1.506 -1.818
O -0.936 0.653 -0.932
C 0.618 2.067 -2.063
C 0.764 3.222 -2.853
C 2.001 3.758 -3.116
C 3.142 3.132 -2.612
C 3.039 1.995 -1.839
C 1.788 1.451 -1.548
O 1.734 0.332 -0.828
H -2.733 1.352 -2.431
H -1.616 1.896 -3.712
H -2.105 3.002 -2.431
H -0.115 3.712 -3.248
H 2.088 4.655 -3.713
H 4.119 3.542 -2.833
H 3.916 1.493 -1.451
C 2.027 -2.611 1.200
N 0.922 -3.341 1.782
C 0.962 -4.796 1.596
C -0.241 -2.692 2.053
N -0.468 -1.497 1.512
N -1.114 -3.260 2.893
C -2.500 -2.815 2.965
C -0.705 -4.188 3.949
H 1.875 -2.379 0.129
H 2.920 -3.230 1.235
H 2.247 -1.703 1.770
H 1.308 -5.020 0.587
H -0.032 -5.217 1.703
H 1.634 -5.269 2.311
H -1.264 -1.035 1.933
H -2.837 -2.432 2.003
H -2.640 -2.055 3.737
H -3.125 -3.671 3.212
H 0.373 -4.162 4.082
H -1.023 -5.209 3.740
H -1.172 -3.870 4.880
C 0.999 -1.739 -3.413
C 0.420 -2.692 -2.390
O -0.216 -1.995 -1.283
H 1.448 -2.308 -4.226
H 1.770 -1.109 -2.969
H 0.222 -1.100 -3.838
H 1.200 -3.309 -1.945
H -0.320 -3.355 -2.836
H -1.049 -1.618 -1.599
S 0.803 3.362 2.768
C 1.593 2.094 3.598
C 1.510 0.946 2.887
N 0.829 1.070 1.698
C 0.403 2.298 1.516
H 2.073 2.256 4.550
H 1.920 -0.005 3.185
H -0.155 2.616 0.650
*
```

HOMO level (alpha / beta) in hartree: -0.5272 / -0.5317
Gap between HOMO and LUMO (alpha / beta) in Eh: 0.244 / 0.290
LUMO energy (alpha / beta) in hartree: -0.2836 / -0.2418


# 8
Molecular formula: C18H29NO13P3
Method: DFT, ωB97M-V/def2-TZVPD

Structure (ORCA input):
```
! RIJCOSX wB97M-V def2-TZVPD def2/J DEFGRID3
* xyz 1 1
C -4.443 -2.041 -3.253
P -5.956 -1.032 -2.841
O -5.531 0.566 -3.237
C -6.335 -1.071 -0.985
C -7.729 -1.414 -0.586
C -8.075 -1.415 0.831
N -7.167 -1.113 1.834
C -5.845 -0.828 1.518
C -5.385 -0.793 0.126
P -3.587 -0.399 -0.208
P -2.575 -2.310 0.242
O -2.952 -3.364 -0.745
O -3.213 -2.805 1.730
O -0.950 -2.116 0.302
H -4.542 -3.130 -2.995
H -3.480 -1.612 -2.852
H -4.339 -1.994 -4.378
H -4.613 0.676 -2.897
H -8.463 -1.647 -1.389
H -9.137 -1.647 1.095
H -7.514 -1.117 2.797
H -5.169 -0.598 2.372
H -3.244 0.577 0.771
H -4.145 -3.005 1.499
H -0.723 -1.714 1.188
C 4.509 -0.951 1.363
C 3.075 -0.799 0.911
C 2.665 0.618 0.646
O 1.249 0.560 0.862
C 1.040 -0.436 1.753
O -0.012 -0.640 2.309
O 2.156 -1.173 1.947
H 4.723 -0.303 2.215
H 4.698 -1.975 1.690
H 5.200 -0.707 0.554
H 2.884 -1.444 0.047
H 2.892 0.938 -0.371
H 3.091 1.335 1.351
C 8.620 1.407 4.303
C 7.671 2.052 3.320
C 7.517 3.535 3.499
O 6.215 3.764 2.954
C 5.514 2.614 3.125
O 4.336 2.510 2.959
O 6.328 1.596 3.516
H 8.354 1.661 5.332
H 8.568 0.319 4.226
H 9.648 1.724 4.119
H 7.964 1.798 2.296
H 8.272 4.105 2.960
H 7.511 3.848 4.547
C 0.803 0.108 -4.313
C -0.334 1.010 -3.895
C -1.477 0.291 -3.238
O -2.576 1.158 -3.511
C -2.275 1.810 -4.678
O -3.045 2.466 -5.298
O -0.977 1.598 -5.031
H 0.444 -0.720 -4.928
H 1.524 0.659 -4.920
H 1.317 -0.302 -3.441
H 0.045 1.824 -3.267
H -1.335 0.170 -2.164
H -1.689 -0.685 -3.685
*
```

HOMO level in hartree: -0.4254
Gap between HOMO and LUMO in Eh: 0.249
LUMO energy in hartree: -0.1768